C36H30CsN10O5S3 as an isolated structure. Source: the Open Molecules 2025 dataset; level of theory: wB97M-V/def2-TZVPD.

Computed properties:
- largest force on an atom (Eh/bohr) = 0.045
- electronic energy (Ha) = -3528.3738
- HOMO level (eV) = -4.5782
- lowest unoccupied orbital energy (eV) = 1.032
- gap between HOMO and LUMO (eV) = 5.6
- relative energy (zero: lowest compared OMol25 entry of this formula, charge and spin) (kJ/mol) = 71.1

The geometry in ORCA input format:
```
! wB97M-V def2-TZVPD RIJCOSX def2/J DEFGRID3
* xyz -1 1
Cs 1.82 0.84 -0.09
N 2.28 0.79 -5.82
C 2.00 0.52 -4.50
S 3.35 0.33 -3.44
N 0.71 0.50 -4.27
N 0.31 -0.06 -3.09
C -0.99 -0.02 -2.89
C -1.95 0.38 -3.95
C -1.82 -0.26 -5.21
C -2.81 -0.04 -6.16
C -3.87 0.79 -5.86
C -3.96 1.51 -4.67
C -2.96 1.31 -3.68
C -1.54 -0.51 -1.63
C -2.91 -0.70 -1.43
C -3.39 -1.19 -0.25
C -2.51 -1.62 0.73
C -1.13 -1.36 0.47
N -0.70 -0.78 -0.64
H 3.19 1.06 -6.17
H 1.54 1.11 -6.41
H -0.97 -0.86 -5.42
H -2.71 -0.50 -7.15
H -4.71 0.94 -6.53
H -4.86 2.06 -4.48
H -3.00 1.77 -2.71
H -3.61 -0.32 -2.12
H -4.51 -1.24 -0.02
H -2.83 -2.01 1.68
H -0.40 -1.48 1.22
O 6.07 -6.23 3.06
N 5.91 -5.07 3.37
O 6.45 -4.58 4.34
C 5.05 -4.24 2.45
C 4.98 -4.68 1.17
C 4.16 -4.02 0.18
C 3.89 -4.55 -1.07
C 3.05 -3.90 -1.90
C 2.40 -2.76 -1.42
N 2.55 -2.27 -0.22
C 3.42 -2.86 0.57
C 3.59 -2.35 1.91
N 2.92 -1.22 2.21
C 2.95 -0.82 3.48
C 3.58 -1.49 4.53
C 4.31 -2.61 4.22
C 4.33 -3.07 2.88
H 5.46 -5.60 0.92
H 4.30 -5.50 -1.39
H 2.76 -4.24 -2.89
H 1.71 -2.24 -2.11
H 2.39 0.08 3.68
H 3.49 -1.16 5.54
H 4.82 -3.14 5.03
C 1.03 3.67 -2.14
N 0.40 3.83 -0.84
C -1.03 4.19 -0.75
C -1.25 4.48 0.71
N 0.09 4.47 1.24
C 1.03 4.05 0.36
S 2.66 3.80 0.78
H 0.56 2.82 -2.63
H 2.11 3.50 -2.12
H 0.77 4.57 -2.69
H -1.63 3.29 -1.01
H -1.26 5.09 -1.36
H -1.74 3.66 1.21
H -1.82 5.40 0.90
H 0.29 4.48 2.23
O -3.25 2.03 0.93
C -2.65 1.64 1.92
N -1.32 1.68 2.15
S -1.00 1.51 3.71
O -0.62 2.81 4.29
O -0.14 0.40 4.01
C -2.64 1.11 4.25
C -3.13 0.60 5.44
C -4.51 0.30 5.45
C -5.30 0.47 4.35
C -4.77 0.94 3.16
C -3.43 1.19 3.11
H -2.49 0.41 6.27
H -4.84 -0.18 6.37
H -6.40 0.23 4.40
H -5.35 1.07 2.25
*
```

Atom charges from the Mulliken analysis, given in e for atoms 1 to 8: atom 1 (Cs): 1.07, atom 2 (N): -0.45, atom 3 (C): 0.24, atom 4 (S): -0.47, atom 5 (N): -0.93, atom 6 (N): 0.40, atom 7 (C): 0.23, atom 8 (C): 0.74